(1)
Density functional theory data (ωB97M-V/def2-TZVPD) for C31H38AsCrO as an isolated structure.

Computed properties:
Energy relative to the best compared isomer or geometry (same formula, charge and spin) (eV): 5.375
2S+1: 4
Charge: +2
DFT total energy (eV): -124050.785
Lowest unoccupied orbital energy (spin up / spin down) (eV): -8.1 / -7.9

Structure (XYZ):
```
72
Properties=species:S:1:pos:R:3:lowdin_spin:R:1
C -3.04 -0.02 -1.32 -0.116
H -2.67 -1.06 -1.29 0.016
H -3.94 0.06 -0.77 0.008
H -0.69 -0.50 0.72 0.076
C -2.51 0.55 -2.56 -0.026
H -2.26 1.61 -2.55 0.001
H -1.63 0.03 -2.97 0.002
C -3.69 0.28 -3.51 -0.030
H -3.54 0.78 -4.47 -0.006
H -3.81 -0.81 -3.68 0.000
H -4.63 0.64 -3.05 -0.001
C -0.61 2.24 1.52 -0.057
C -1.13 2.98 0.40 -0.056
C -2.54 2.77 0.34 -0.107
C -2.90 1.79 1.39 -0.042
C -1.67 1.45 2.07 -0.060
C -1.60 0.78 3.38 -0.004
C -4.27 1.57 1.89 0.001
C -3.51 3.58 -0.44 -0.018
C -0.37 4.01 -0.34 -0.007
C 0.71 2.47 2.14 -0.008
Cr -1.86 0.75 -0.06 3.123
H -4.31 0.66 2.52 0.000
H -4.68 2.41 2.50 -0.003
H -4.99 1.41 1.04 -0.001
H -2.55 0.25 3.62 0.000
H -0.78 0.03 3.38 -0.002
H -1.40 1.45 4.26 -0.004
H 1.50 2.64 1.35 -0.001
H 0.79 3.36 2.83 -0.004
H 1.05 1.59 2.74 -0.001
H -0.90 4.28 -1.28 0.000
H -0.19 4.97 0.20 -0.004
H 0.64 3.61 -0.62 -0.002
H -4.35 2.94 -0.82 -0.004
H -3.97 4.40 0.15 -0.009
H -3.02 4.04 -1.32 0.000
O 0.74 0.08 0.46 0.330
As 1.69 -1.28 -0.09 0.005
C 0.67 -2.27 -1.40 0.000
C 0.20 -3.55 -1.08 0.000
C -0.56 -4.25 -2.03 0.000
C -0.85 -3.67 -3.27 -0.001
C -0.37 -2.39 -3.57 0.000
C 0.40 -1.69 -2.64 0.000
C 3.29 -0.40 -0.65 0.011
C 3.90 0.51 0.23 0.003
C 5.07 1.16 -0.15 0.000
C 5.62 0.93 -1.42 0.002
C 4.99 0.04 -2.31 0.001
C 3.83 -0.63 -1.93 0.002
C 2.11 -2.25 1.52 -0.002
C 1.71 -1.74 2.76 -0.001
C 2.10 -2.40 3.94 0.000
C 2.89 -3.56 3.86 0.000
C 3.28 -4.06 2.61 0.000
C 2.90 -3.41 1.44 0.000
H 0.43 -3.99 -0.11 0.000
H -0.93 -5.25 -1.79 0.000
H -1.45 -4.21 -4.00 0.000
H -0.59 -1.93 -4.54 0.000
H 0.78 -0.69 -2.86 0.000
H 3.45 0.70 1.21 0.000
H 5.56 1.85 0.54 0.000
H 6.53 1.45 -1.72 0.000
H 5.41 -0.14 -3.30 0.000
H 3.33 -1.33 -2.60 0.000
H 1.10 -0.84 2.79 -0.001
H 1.80 -1.99 4.90 0.000
H 3.19 -4.06 4.78 0.000
H 3.88 -4.97 2.56 0.000
H 3.21 -3.79 0.46 0.000
```

(2)
Density functional theory data (ωB97M-V/def2-TZVPD) for C10H25FeN3O2S2 as an isolated structure.

Computed properties:
Energy relative to the best compared isomer or geometry (same formula, charge and spin) (eV): 0.515
2S+1: 6
Charge: +3
DFT total energy (eV): -75367.917
Lowest unoccupied orbital energy (spin up / spin down) (eV): -11.2 / -15.6

Structure (XYZ):
```
43
Properties=species:S:1:pos:R:3:nbo_charge:R:1
Fe -0.35 0.22 -0.21 1.302
S -2.02 -1.01 0.93 0.200
S 1.14 0.94 -1.90 0.201
C -1.73 -2.59 0.05 -0.729
C -3.45 -0.40 -0.04 -0.529
C -3.13 -0.12 -1.49 -0.249
N -1.91 0.72 -1.60 -0.725
C -1.45 0.92 -3.00 -0.249
C -0.12 1.65 -3.02 -0.530
H -3.78 0.52 0.47 0.238
H -4.23 -1.16 0.04 0.286
H -3.98 0.42 -1.95 0.246
H -2.97 -1.05 -2.05 0.233
H -2.20 1.51 -3.55 0.246
H -1.36 -0.06 -3.49 0.233
H -0.25 2.69 -2.69 0.240
H 0.31 1.64 -4.02 0.285
C 1.34 -0.69 -2.70 -0.729
H -2.15 1.65 -1.23 0.382
H 0.39 -1.24 -2.75 0.219
H 2.04 -1.25 -2.07 0.280
H 1.75 -0.56 -3.71 0.276
H -0.84 -3.02 0.51 0.280
H -1.53 -2.43 -1.01 0.219
H -2.59 -3.25 0.19 0.277
C -1.41 4.50 1.74 0.012
C -0.43 3.99 2.51 -0.010
H -2.46 4.34 1.97 0.246
H -1.20 5.12 0.87 0.246
H -0.65 3.41 3.41 0.241
H 0.63 4.19 2.30 0.240
C 3.48 -3.67 1.46 -0.270
O 3.11 -2.36 1.96 -0.483
C 2.14 -1.67 1.30 0.896
O 1.51 -2.05 0.31 -0.698
N 1.98 -0.48 1.94 -0.480
N 1.03 0.48 1.47 -0.723
H 4.54 -3.63 1.19 0.225
H 2.85 -3.96 0.60 0.213
H 3.36 -4.37 2.29 0.226
H 2.56 -0.31 2.75 0.440
H 0.43 0.71 2.28 0.388
H 1.55 1.34 1.26 0.391
```

(3)
Density functional theory data (ωB97M-V/def2-TZVPD) for an isolated molecule of CH3NO2.

Computed properties:
Energy relative to the best compared isomer or geometry (same formula, charge and spin) (eV): 3.507
SMILES: O=CNO
2S+1: 1
Charge: 0
DFT total energy (eV): -6668.157
Lowest unoccupied orbital energy (eV): 0.8

Structure (XYZ):
```
7
Properties=species:S:1:pos:R:3:nbo_charge:R:1
O 1.81 0.58 0.14 -0.507
C 1.00 -0.27 0.22 0.528
N -0.48 -0.16 -0.28 -0.389
O -1.16 0.95 0.23 -0.557
H 1.38 -1.40 0.30 0.106
H -0.95 -1.07 -0.09 0.345
H -1.61 1.37 -0.52 0.474
```

(4)
Density functional theory data (ωB97M-V/def2-TZVPD) for C13H31N4O4SSi2 as an isolated structure.

Computed properties:
2S+1: 1
Charge: -1
DFT total energy (eV): -54725.915
Lowest unoccupied orbital energy (eV): 1.9

Structure (XYZ):
```
55
Properties=species:S:1:pos:R:3:nbo_charge:R:1
C 0.07 -4.68 1.57 -0.720
C -0.38 -4.68 0.14 0.717
O 0.40 -4.65 -0.77 -0.483
N -1.82 -4.73 -0.04 -0.451
C -2.25 -5.74 -1.02 0.688
C -3.44 -6.59 -0.63 -0.713
O -1.65 -5.97 -2.05 -0.480
N -2.37 -3.43 -0.15 -0.353
C -3.76 -3.25 0.19 -0.227
C -4.04 -3.39 1.69 -0.228
N -4.66 -4.62 2.15 -0.837
C -2.00 -2.74 -1.34 0.889
O -2.11 -3.13 -2.47 -0.508
O -1.59 -1.45 -1.12 -0.637
S -0.59 -1.15 0.19 0.338
H 1.00 -5.24 1.60 0.241
H 0.28 -3.66 1.86 0.256
H -0.65 -5.15 2.23 0.217
H -3.33 -7.55 -1.11 0.242
H -4.36 -6.12 -0.93 0.233
H -3.43 -6.74 0.44 0.221
H -3.98 -2.22 -0.06 0.222
H -4.45 -3.85 -0.40 0.176
H -4.73 -2.58 1.94 0.185
H -3.13 -3.19 2.24 0.207
H -5.28 -5.02 1.47 0.354
H -3.99 -5.30 2.47 0.361
H -1.38 -0.78 1.22 0.090
C 1.44 1.75 -2.00 -1.115
Si 2.16 2.91 -0.69 1.829
C 3.90 2.26 -0.30 -1.132
C 1.11 2.66 0.87 -1.130
N 2.13 4.48 -1.28 -1.734
Si 2.65 5.86 -0.48 1.827
C 4.50 5.85 -0.04 -1.132
C 1.72 6.24 1.12 -1.132
C 2.39 7.36 -1.61 -1.115
H 1.45 0.71 -1.64 0.199
H 0.41 2.02 -2.23 0.221
H 2.03 1.80 -2.91 0.222
H 3.89 1.17 -0.15 0.204
H 4.31 2.72 0.60 0.214
H 4.57 2.48 -1.13 0.225
H 0.12 3.10 0.75 0.223
H 1.58 3.11 1.75 0.215
H 0.98 1.59 1.08 0.195
H 4.72 5.17 0.78 0.214
H 4.84 6.85 0.26 0.204
H 5.09 5.55 -0.91 0.223
H 0.64 6.17 0.96 0.222
H 1.94 7.26 1.48 0.204
H 1.99 5.55 1.92 0.214
H 1.34 7.47 -1.86 0.220
H 2.96 7.24 -2.54 0.220
H 2.73 8.29 -1.13 0.198
```